C4H5NO | ωB97M-V with the def2-TZVPD basis set

```
11
Properties=species:S:1:pos:R:3:forces:R:3:mulliken_charge:R:1
H 2.3345 0.2345 0.0180 -0.2 0.0 0.0 0.26
H 0.9778 0.9405 -1.0128 0.0 -0.1 0.1 0.17
H -1.2334 -1.7375 -0.3255 0.1 0.1 0.0 0.26
C -0.5873 -0.8788 -0.4926 -0.3 0.0 -0.1 -0.23
N 0.8455 -1.2155 -0.5439 0.1 -0.2 -0.1 -0.48
C 1.2998 0.1673 -0.3097 0.2 0.2 0.0 -0.18
H 0.3761 -0.7443 1.6186 0.0 0.0 -0.2 0.33
C 0.3053 -0.4354 0.5834 0.0 -0.1 0.3 -0.31
H -0.9679 -0.1355 -1.1990 0.1 -0.1 0.1 0.19
C -1.5322 1.7089 1.3465 -0.4 0.6 -1.2 0.13
O -1.8182 2.0959 0.3168 0.3 -0.4 1.3 -0.14
```
Positions in Å, forces in eV/Å.

Properties
Net charge: 0
Orbital gap, eV: 11.17
ΔE to the lowest compared entry with this formula, charge and spin, kcal/mol: 64.1
HOMO energy, eV: -10.047



C3H5LaO3 | ωB97M-V with the def2-TZVPD basis set

```
12
Properties=species:S:1:pos:R:3:forces:R:3:mulliken_charge:R:1
H 0.7694 2.2177 0.3737 -0.2 -0.1 -0.2 0.29
H 0.8172 0.3620 -1.8996 -0.3 -0.4 0.3 0.33
O -0.5935 0.7752 0.9291 2.0 0.6 2.0 -0.24
H -0.5941 1.9834 -0.7584 -0.1 -0.2 0.4 0.29
H 1.9902 0.4043 -0.5632 -0.2 0.3 -0.3 0.26
La -2.3684 -2.8545 0.7099 2.3 1.2 -0.2 1.89
O -0.6966 -1.2045 1.8150 0.9 -1.3 1.1 -0.66
H -0.8139 -2.3092 -0.7157 -1.7 -0.9 0.7 -0.13
O 0.4367 -0.8319 -0.1760 1.4 0.9 3.5 -0.26
C 0.1243 1.4763 -0.1076 0.5 0.7 -0.4 -0.31
C 0.9239 0.3717 -0.8122 0.9 0.1 0.5 -0.29
C 0.0050 -0.3904 1.2050 -5.6 -1.0 -7.4 0.82
```
Positions in Å, forces in eV/Å.

Properties
Net charge: +2
Orbital gap, eV: 7.34
ΔE to the lowest compared entry with this formula, charge and spin, kcal/mol: 75.2
HOMO energy, eV: -17.430



CH2F2O2PS | ωB97M-V with the def2-TZVPD basis set

```
9
Properties=species:S:1:pos:R:3:forces:R:3:mulliken_charge:R:1
P -0.1011 -0.4217 -0.1849 1.5 1.7 -2.1 0.14
H -0.2991 -1.5881 0.3246 -0.7 -3.2 1.7 0.05
F -2.6420 0.0908 -0.2208 -0.3 0.0 0.1 -0.22
O 2.4522 -0.2933 1.7407 -0.3 -0.7 -0.3 -0.55
O 1.1662 1.7277 1.6831 -0.7 0.9 0.3 -0.53
H 0.8289 -0.9365 -1.1986 -0.8 0.6 0.6 0.06
F -1.4787 1.0026 -1.8639 -0.2 -0.5 0.1 -0.25
C -1.6752 -0.2518 -1.1667 0.0 0.7 -0.6 -0.17
S 1.7488 0.6704 0.8865 1.6 0.4 0.2 0.48
```
Positions in Å, forces in eV/Å.

Properties
Net charge: -1
Orbital gap (spin up / spin down), eV: 6.78 / 6.77
ΔE to the lowest compared entry with this formula, charge and spin, kcal/mol: 134.5
HOMO energy (spin up / spin down), eV: -3.166 / -3.164



H39O19 | ωB97M-V with the def2-TZVPD basis set

```
58
Properties=species:S:1:pos:R:3:forces:R:3:mulliken_charge:R:1
H -2.4270 -2.4156 1.0544 -1.8 -0.9 -3.5 0.30
H 0.6239 -4.4773 -2.0827 0.9 -3.7 -6.6 0.23
O 2.6667 -2.7685 -1.0650 -1.0 0.7 -2.1 -0.46
H 3.7962 1.9144 -1.6328 0.2 -0.1 0.0 0.32
H -0.5847 0.3164 1.0114 -0.9 -0.1 1.3 0.15
O -0.2580 1.8078 -2.3933 0.1 -2.2 -0.6 -0.57
H -4.5656 -1.3980 1.8178 0.1 0.5 -1.8 0.26
O 2.1810 -3.5182 1.3418 1.0 -2.8 -3.8 -0.59
H 2.1795 -3.1128 -1.9625 1.4 1.5 3.7 0.45
H -3.5067 2.9849 1.7012 -0.7 1.4 -1.5 0.27
H -1.8611 -2.5399 -2.6542 2.3 1.8 -0.1 0.28
H -3.2569 -2.7678 -2.5927 -2.9 1.0 0.3 0.29
H 0.0830 2.8016 2.4457 -0.8 0.1 3.0 0.35
H -3.9366 1.8605 2.5946 1.0 0.6 -0.2 0.30
O 0.0178 0.0830 0.3298 -1.1 0.8 -1.3 -0.29
O -2.4706 -3.2265 -2.6872 0.7 -2.8 -0.2 -0.58
O -3.1606 2.4164 2.3445 -0.2 -2.1 1.7 -0.57
O -0.3336 2.9316 0.1024 1.6 2.9 0.4 -0.53
H -3.0216 4.2190 -1.1419 -3.8 -0.4 0.2 0.28
H 0.4541 -0.4195 -3.4228 1.0 1.4 -0.2 0.29
O 0.2774 2.8868 3.4621 -2.0 0.5 -1.6 -0.70
H 1.6390 -2.9080 1.7033 -2.8 3.1 2.1 0.26
O 2.0094 3.4328 1.0682 0.3 1.0 1.2 -0.55
H 4.9368 0.6555 -0.0548 -0.1 -1.1 -0.3 0.41
H 4.6863 -0.1974 -1.2187 -0.2 -0.1 -2.2 0.26
H 2.4299 -1.6881 -0.6826 0.3 -1.1 -0.1 0.48
H -0.1114 0.8430 -2.2661 -1.1 0.4 -0.9 0.17
H 0.2413 0.9654 0.0052 0.0 0.3 -0.2 0.07
O -2.8726 -0.2769 -0.4947 2.3 -0.6 3.3 -0.70
O 0.4586 -4.0951 -1.3298 -1.5 3.2 6.6 -0.47
H 0.0761 -1.3299 -4.6001 0.1 0.2 -0.9 0.28
H -4.1793 -0.8303 0.1110 -0.6 -2.1 3.3 0.40
H 0.3478 3.7705 0.2494 -2.6 -3.2 -0.8 0.37
H -2.7175 -3.0329 2.4985 -0.9 -1.0 -0.2 0.26
H -0.3006 -4.5274 -0.9208 0.1 0.0 -0.3 0.24
H -0.6339 -0.3439 3.2144 1.0 -1.2 -1.1 0.28
H 2.5273 -3.3812 -0.2600 -0.4 0.6 -0.6 0.47
H 2.8623 -3.7508 1.9122 1.8 -0.5 1.8 0.29
O -0.3240 -1.0007 2.5144 -0.1 1.9 2.3 -0.64
H -1.8928 3.7016 -2.2055 -1.3 0.7 1.2 0.33
O 0.0226 -1.2080 -3.6643 -1.0 -1.7 1.0 -0.52
O 4.4864 2.2358 -1.0369 -2.0 2.7 1.3 -0.70
H 2.6175 4.1690 1.3551 -1.1 -1.1 -0.1 0.28
H -2.4016 -0.6325 0.4444 -1.9 1.7 -4.0 0.44
O 2.1860 -0.3764 0.0223 2.6 -1.0 3.0 -0.56
H 3.9487 2.9760 -0.5387 1.7 -2.1 -1.3 0.31
H 1.4097 3.2505 1.8493 1.7 0.6 -0.9 0.23
H 2.7257 -0.2003 0.8884 0.3 -0.5 -3.0 0.43
H 1.3814 -0.4316 0.5989 -1.2 -0.1 -1.4 0.30
O -2.1564 4.2151 -1.3924 4.9 -0.4 -1.7 -0.67
H -2.1878 -0.2812 -1.1551 0.5 0.1 -0.4 0.28
H 0.3225 1.9763 -1.6730 0.7 2.0 1.3 0.33
O -4.1455 -1.5394 0.9337 -1.9 1.4 -1.4 -0.70
H -1.1132 -1.5583 2.4128 -0.2 -0.6 -0.1 0.42
O -2.2766 -2.4240 1.9387 3.3 0.3 4.4 -0.57
O 4.8078 -0.2945 -0.3073 0.8 0.6 2.5 -0.61
H -0.5610 3.2793 3.9087 2.0 -1.0 -1.6 0.34
H -1.1456 3.2597 -0.3986 1.2 0.0 0.8 0.26
```
Positions in Å, forces in eV/Å.

Properties
Net charge: +1
Orbital gap, eV: 10.32
ΔE to the lowest compared entry with this formula, charge and spin, kcal/mol: 142.8
HOMO energy, eV: -13.035



C30H32IN2O5P2W | ωB97M-V with the def2-TZVPD basis set

```
73
Properties=species:S:1:pos:R:3:forces:R:3:mulliken_charge:R:1
H 0.6277 -1.8316 -3.2467 0.0 0.0 0.0 0.27
P 0.2473 -1.4647 -0.3509 0.0 -0.1 0.0 1.63
C -3.4096 -0.4839 1.1557 0.0 0.0 0.0 -0.11
H -1.7222 2.4419 1.6501 0.0 0.0 0.0 0.55
P -1.8408 0.7706 -0.7010 0.1 0.1 -0.1 1.11
H -2.8235 2.2354 3.8443 0.0 0.0 0.0 0.49
C -4.6661 2.4809 -3.7872 0.0 0.0 0.0 -0.49
H 3.6027 -0.6265 2.9454 0.0 0.0 0.0 0.13
C -0.3483 -2.1085 1.1881 0.0 0.0 0.0 0.59
H -4.2963 0.3137 4.3172 0.0 0.0 0.0 0.47
C -2.9446 1.4225 -1.9002 0.0 0.0 -0.1 0.58
H -1.5095 1.3077 -3.5268 0.0 0.0 0.0 0.25
C -2.5665 0.6003 0.8947 0.0 -0.1 0.0 0.59
C 3.5011 1.9403 3.4893 0.0 0.0 0.0 -1.03
C 1.8309 -3.5743 -3.4228 0.0 0.0 0.0 -0.80
C -1.0246 -3.3334 1.1888 0.0 0.0 0.0 -0.71
O 1.2114 -0.2628 -0.0376 0.1 0.0 0.1 0.66
C 2.4776 -4.6075 -2.7546 0.0 0.0 0.0 -0.53
C -0.7976 -1.8484 3.5368 0.0 0.0 0.0 -0.84
H 2.7337 2.5994 3.8913 0.0 0.0 0.0 0.47
H -1.8864 -3.4486 4.4552 0.0 0.0 0.0 0.48
C -5.0940 2.3299 -2.4768 0.0 0.0 0.0 -0.82
H 2.6043 -0.6308 1.4962 0.0 0.0 0.0 -0.13
O 1.6522 3.2869 -1.2294 0.3 0.0 0.4 -0.52
C 1.1283 -2.6240 -2.7046 0.0 0.1 0.0 -0.69
H -0.7155 -1.2778 4.4519 0.0 0.0 0.0 0.53
H 5.3283 2.1130 -1.6137 0.0 0.0 0.0 0.44
H -2.0963 -4.7573 2.3714 0.0 0.0 0.0 0.48
W 1.3626 1.7392 -0.3297 -0.4 0.1 -0.3 1.76
H -6.0950 2.6243 -2.1949 0.0 0.0 0.0 0.45
C -1.5801 -3.8074 2.3651 0.0 0.0 0.0 -0.94
H -3.0546 2.2408 -5.1877 0.0 0.0 0.0 0.44
N 3.0826 -0.1246 2.2311 -0.1 0.1 0.0 0.00
O 2.2851 5.3028 -2.0073 0.1 0.0 0.0 -0.39
C -1.4604 -3.0683 3.5364 0.0 0.0 0.0 -0.65
H 1.8680 -3.5194 -4.5017 0.0 0.0 0.0 0.48
C -1.1597 -0.8059 -1.2882 0.0 -0.1 -0.1 -1.15
O -0.5476 1.6775 -0.5990 0.1 -0.1 0.0 -0.39
H 0.2465 -0.3964 2.3629 0.0 0.0 0.0 0.27
O 2.1637 1.8285 1.5467 0.2 0.0 0.0 -0.74
I 4.3475 0.8072 5.0657 0.0 0.0 0.0 0.19
C -2.3516 1.5838 1.8598 0.0 0.1 0.0 -0.49
H 3.5254 0.4658 -1.3294 0.0 0.0 0.1 0.22
N 3.5253 1.3457 -0.8119 -0.1 -0.2 -0.1 -0.69
H -1.9453 -1.5673 -1.2847 0.0 0.0 0.0 0.54
H 2.9291 -5.5024 -0.8583 0.0 0.0 0.0 0.46
H 4.2042 3.9028 -0.1836 0.0 0.0 0.0 0.24
H 4.7397 4.4266 -1.7720 0.0 0.0 0.0 0.42
H -1.1116 -3.9207 0.2824 0.0 0.0 0.0 0.56
C -4.0250 -0.5854 2.3897 0.0 0.0 0.0 -0.84
C -2.5160 1.5799 -3.2272 0.1 0.0 0.0 -0.65
H -3.6021 -1.2410 0.4041 0.0 0.0 0.0 0.41
C 1.0645 -2.7079 -1.3071 0.0 0.1 -0.1 0.65
C 4.0308 3.7779 -1.2584 0.0 0.1 0.1 -0.43
C -2.9728 1.4714 3.0939 0.0 0.0 0.0 -0.84
H -0.8716 -0.6485 -2.3315 0.0 0.0 0.0 0.41
H -4.5713 1.6908 -0.5021 0.0 0.0 0.0 0.43
C 2.4286 -4.6922 -1.3700 0.0 0.0 0.0 -0.81
H 3.0175 -5.3556 -3.3196 0.0 0.0 0.0 0.44
H 4.2878 2.5688 3.0684 0.0 0.0 0.0 0.38
C 4.2635 2.3362 -1.6738 0.0 -0.1 -0.1 -0.67
H 1.6762 -3.8321 0.4353 0.0 0.0 0.0 0.45
C 1.7250 -3.7476 -0.6435 0.0 0.0 0.1 -0.55
H -4.6856 -1.4165 2.5953 0.0 0.0 0.0 0.48
C 2.8897 1.1627 2.3675 0.0 -0.1 0.0 0.80
H 3.9495 2.1667 -2.7035 0.0 0.0 0.0 0.40
H 4.0892 1.1578 0.0163 0.0 0.1 0.0 0.30
C 2.6483 4.2849 -1.5649 0.0 0.0 -0.2 0.43
H -5.3396 2.8938 -4.5262 0.0 0.0 0.0 0.42
C -3.8044 0.3903 3.3568 0.0 0.0 0.0 -0.56
C -0.2461 -1.3624 2.3639 0.1 0.1 0.0 -0.17
C -4.2366 1.8025 -1.5250 0.0 0.0 0.1 -0.31
C -3.3774 2.1107 -4.1644 0.0 0.0 0.0 -0.83
```
Positions in Å, forces in eV/Å.

Properties
Net charge: +3
Orbital gap (spin up / spin down), eV: 7.58 / 7.75
ΔE to the lowest compared entry with this formula, charge and spin, kcal/mol: 5.9
HOMO energy (spin up / spin down), eV: -16.889 / -16.880